(w)
ORCA calculation (ωB97M-V/def2-TZVPD) on a single C4H9BO2 molecule.

```
16
Properties=species:S:1:pos:R:3:mulliken_charge:R:1
C 3.031 0.087 0.326 -0.77
O 1.775 -0.308 -0.120 -0.28
C 0.816 0.587 -0.156 0.55
O 1.018 1.762 0.082 -0.57
B -0.808 -0.076 -0.526 0.02
C -0.937 -1.346 -1.391 -0.85
C -1.917 0.608 0.315 -0.96
H 3.114 0.029 1.441 0.27
H 3.390 1.056 0.048 0.32
H 3.872 -0.513 0.033 0.30
H -0.010 -1.789 -1.566 0.34
H -1.560 -1.474 -2.332 0.30
H -1.288 -1.848 -0.538 0.33
H -1.738 1.705 0.211 0.29
H -2.012 0.298 1.305 0.39
H -2.853 0.387 -0.130 0.32
```

SMILES string = COC(=O)B(C)C
Charge = 0
HOMO energy = -9.5 eV
Kohn-Sham gap = 10.023 eV
Multiplicity = 1

(x)
ORCA calculation (ωB97M-V/def2-TZVPD) on a single C4H9BO2 molecule.

```
16
Properties=species:S:1:pos:R:3:mulliken_charge:R:1
B -0.550 -0.561 -0.057 0.35
C -1.943 -0.202 0.345 0.66
C -0.320 -1.846 -1.164 -0.98
C 0.423 -0.423 1.219 -1.19
C -0.604 2.055 -0.294 -0.64
O -2.971 0.261 0.358 -0.30
O -0.646 0.742 -0.823 -0.53
H -0.870 -1.522 -2.074 0.23
H -0.804 -2.821 -0.900 0.33
H 0.768 -1.995 -1.138 0.23
H 1.384 0.071 1.127 0.32
H 0.557 -1.416 1.480 0.37
H -0.112 -0.021 2.146 0.34
H -1.584 2.742 -0.531 0.21
H 0.158 2.574 -0.829 0.27
H -0.369 2.149 0.801 0.30
```

Charge = 0
HOMO energy = -9.8 eV
Kohn-Sham gap = 10.398 eV
Multiplicity = 1

Least stable structure: (x)

(w)
ORCA calculation (ωB97M-V/def2-TZVPD) on a gas-phase ion, C5H9N4O (charge +1).

```
19
Properties=species:S:1:pos:R:3:mulliken_charge:R:1
O 2.607 1.388 -1.705 -0.30
C 2.823 0.390 -1.164 0.74
C 2.846 -0.567 -0.270 -0.58
C 1.898 -1.379 0.447 0.05
N 0.613 -1.481 0.430 -0.59
C -0.272 -0.540 -0.167 -0.33
N -1.626 -0.858 0.063 -0.29
C -2.485 0.278 -0.018 -0.42
N -1.359 1.473 0.123 -0.12
N -0.076 0.909 0.421 -0.41
H 3.927 -0.960 -0.058 0.26
H 2.351 -2.126 1.144 0.37
H -0.068 -0.388 -1.169 0.51
H -1.663 -1.289 1.025 0.37
H -2.919 0.457 -1.054 0.32
H -3.337 0.190 0.725 0.33
H -1.315 1.718 -0.887 0.40
H -1.850 2.152 0.657 0.32
H -0.097 0.634 1.457 0.37
```

SMILES string = O=C=C/C=N\[C@H]1NC[NH2+]N1
Charge = +1
HOMO energy = -12.9 eV
Kohn-Sham gap = 9.493 eV
Multiplicity = 1

(x)
ORCA calculation (ωB97M-V/def2-TZVPD) on 2 unconnected molecules or ions with the total composition C5H9N4O.

```
19
Properties=species:S:1:pos:R:3:mulliken_charge:R:1
C 2.235 -0.045 -1.258 0.10
C -1.204 1.006 -0.186 0.73
C 1.311 -1.118 0.330 0.79
C -2.587 1.587 -0.334 -1.01
C 0.864 -1.498 1.655 -1.00
N 2.099 -1.361 -1.622 -0.27
N 1.556 -1.992 -0.699 -0.13
N 1.749 0.132 -0.056 -0.48
N -0.941 -0.166 -0.591 -0.39
O -0.335 1.783 0.365 -0.44
H 2.675 0.698 -1.889 0.46
H -2.850 2.065 0.609 0.31
H -2.551 2.348 -1.113 0.29
H -3.323 0.832 -0.593 0.34
H 0.619 -0.626 2.258 0.28
H 1.667 -2.047 2.162 0.38
H 0.031 -2.199 1.600 0.34
H 0.586 1.391 0.387 0.51
H -1.600 -0.789 -1.025 0.19
```

Charge = +1
HOMO energy (spin up / spin down) = -14.8 / -14.9 eV
Kohn-Sham gap (spin up / spin down) = 6.226 / 6.428 eV
Multiplicity = 1

(y)
ORCA calculation (ωB97M-V/def2-TZVPD) on a gas-phase ion, C5H9N4O (charge +1).

```
19
Properties=species:S:1:pos:R:3:mulliken_charge:R:1
H 0.367 2.608 -0.935 0.32
N 1.149 2.071 -0.596 -0.55
C 1.045 0.842 -0.358 0.25
N 2.392 0.222 -0.023 -0.29
N 0.007 -0.292 -0.411 0.42
N 0.475 -1.561 0.079 -0.88
C -1.329 -0.032 -0.120 0.71
C -1.879 1.109 0.545 -0.49
C -3.209 0.982 0.302 -0.51
O -3.518 -0.201 -0.235 -0.28
C -2.372 -0.783 -0.574 -0.71
H 3.236 0.719 -0.281 0.39
H 2.603 0.391 0.963 0.34
H 2.423 -0.853 -0.247 0.41
H -0.412 -2.022 0.206 0.32
H 0.977 -2.137 -0.581 0.27
H -1.236 1.862 0.991 0.51
H -4.105 1.578 0.473 0.41
H -2.547 -1.791 -1.080 0.36
```

SMILES string = [H]/N=C(/[NH3+])N(N)c1ccoc1
Charge = +1
HOMO energy = -12.1 eV
Kohn-Sham gap = 8.497 eV
Multiplicity = 1

Least stable structure: (x)

(w)
ORCA calculation (ωB97M-V/def2-TZVPD) on a molecular structure, C3H10N5.

```
18
Properties=species:S:1:pos:R:3:mulliken_charge:R:1
C 0.540 -0.794 0.199 0.52
C -1.798 -1.306 -0.430 -0.97
C -2.028 1.485 -0.110 -0.20
N 1.135 -1.857 0.361 -0.46
N 2.539 0.897 -0.491 -0.58
N 1.593 0.785 0.562 -0.14
N -0.741 -0.377 -0.064 0.39
N -0.900 0.978 -0.036 -0.59
H -2.712 -0.891 -0.039 0.44
H -1.860 -1.473 -1.531 0.28
H -1.609 -2.253 0.178 0.33
H -2.162 2.587 0.088 0.27
H -2.890 0.838 -0.381 0.17
H 3.453 1.212 -0.121 0.28
H 1.986 -2.059 0.747 0.24
H 2.688 -0.010 -0.948 0.27
H 0.784 1.445 0.481 0.45
H 1.981 0.792 1.536 0.31
```

Charge = +1
HOMO energy = -13.9 eV
Kohn-Sham gap = 10.392 eV
Multiplicity = 1

(x)
ORCA calculation (ωB97M-V/def2-TZVPD) on a gas-phase ion, C3H10N5 (charge +1).

```
18
Properties=species:S:1:pos:R:3:mulliken_charge:R:1
C -0.319 -1.740 0.776 -1.42
C 0.415 -0.661 0.050 0.65
N 1.703 -0.323 0.675 -0.43
N 2.312 0.725 0.286 0.17
N 1.586 1.519 -0.450 -0.09
N 0.278 1.403 -0.740 -0.29
N -0.411 0.505 0.163 -0.07
C -1.897 0.605 -0.109 -0.99
H -1.310 -1.671 0.392 0.42
H -0.315 -1.472 1.828 0.37
H 0.021 -2.765 0.674 0.35
H 0.612 -1.151 -0.876 0.25
H 3.362 0.667 0.361 0.34
H 1.990 2.482 -0.657 0.29
H 0.229 1.350 -1.797 0.31
H -1.996 1.691 -0.178 0.40
H -2.326 -0.015 -0.926 0.34
H -2.365 0.387 0.892 0.40
```

SMILES string = C[C@@H]1N=[NH+]NNN1C
Charge = +1
HOMO energy (spin up / spin down) = -13.4 / -13.4 eV
Kohn-Sham gap (spin up / spin down) = 8.207 / 8.202 eV
Multiplicity = 1

(y)
ORCA calculation (ωB97M-V/def2-TZVPD) on a molecular structure, C3H10N5.

```
18
Properties=species:S:1:pos:R:3:mulliken_charge:R:1
C -0.333 -0.871 2.215 -0.37
C -1.827 0.803 1.525 -0.85
C 1.850 0.232 -2.268 -0.26
N 0.527 -0.925 1.031 -0.47
N 0.398 -0.613 -0.097 1.20
N 0.379 -0.312 -1.235 -0.83
N 1.583 0.525 -3.495 -0.27
N -1.615 -0.570 1.893 -0.15
H -0.082 -1.825 2.738 0.31
H 0.147 -0.039 2.920 0.31
H -0.853 1.250 1.261 0.31
H -2.709 0.988 0.821 0.28
H -2.212 1.436 2.393 0.28
H 2.263 -0.858 -2.040 0.29
H 2.048 0.977 -1.521 0.34
H 1.556 -0.291 -4.157 0.31
H 1.139 1.472 -3.692 0.31
H -2.257 -1.379 1.707 0.26
```

Charge = +1
HOMO energy = -12.5 eV
Kohn-Sham gap = 8.166 eV
Multiplicity = 1

Least stable structure: (x)

(w)
ORCA calculation (ωB97M-V/def2-TZVPD) on a single C4H7Cl molecule.

```
12
Properties=species:S:1:pos:R:3:mulliken_charge:R:1
C -1.295 -0.544 -1.171 -0.96
C -0.775 0.326 -0.070 0.70
C -1.793 1.276 0.556 -1.13
C 0.416 0.350 0.492 -0.34
Cl 1.792 -0.684 0.113 -0.21
H -2.446 -0.781 -0.965 0.25
H -1.240 0.054 -2.175 0.23
H -0.638 -1.527 -1.291 0.31
H -1.206 1.914 1.259 0.34
H -2.298 1.912 -0.174 0.31
H -2.518 0.596 1.185 0.26
H 0.557 1.015 1.390 0.23
```

SMILES string = CC(C)=CCl
Charge = 0
HOMO energy = -9.2 eV
Kohn-Sham gap = 10.144 eV
Multiplicity = 1

(x)
ORCA calculation (ωB97M-V/def2-TZVPD) on a single C4H7Cl molecule.

```
12
Properties=species:S:1:pos:R:3:mulliken_charge:R:1
C -0.317 1.633 -0.156 -1.16
C -0.278 0.152 -0.082 0.71
Cl 1.488 -0.312 0.034 -0.26
C -1.275 -0.453 0.820 -0.54
C -1.228 -0.897 -0.739 -0.59
H -0.054 1.829 0.983 0.31
H -1.414 1.860 -0.338 0.27
H 0.435 2.108 -0.942 0.32
H -1.054 -1.212 1.701 0.24
H -1.806 0.582 1.221 0.21
H -1.870 -0.455 -1.499 0.25
H -0.951 -2.021 -0.755 0.24
```

SMILES string = CC1(Cl)CC1
Charge = 0
HOMO energy = -9.9 eV
Kohn-Sham gap = 10.862 eV
Multiplicity = 1

Least stable structure: (x)